[1]
ORCA calculation (the ωB97M-V functional and the def2-TZVPD basis) on a molecular structure, C50H53F3Ge2N2O2PtS4Te at a distorted geometry.

Atoms and positions in Å:
Pt (0.78211, -3.78339, 0.26991)
N (0.92885, -3.71565, 2.45888)
N (2.24616, -3.97032, 2.95932)
C (3.26891, -4.44962, 2.00631)
O (4.36881, -4.64313, 2.49683)
O (2.83483, -4.55922, 0.79415)
H (0.66533, -2.75254, 2.72024)
H (0.22082, -4.37529, 2.80868)
H (2.29932, -4.31392, 3.92306)
C (-2.16274, 6.58472, 0.31121)
C (-1.10609, 5.53913, 0.22068)
C (-0.48702, 5.01137, 1.36005)
C (0.62503, 4.14145, 1.31733)
C (1.14506, 3.54682, 2.57933)
C (1.14083, 3.77751, 0.01056)
C (0.46822, 4.27773, -1.14267)
C (0.80260, 3.88136, -2.56603)
C (-0.67909, 5.09763, -1.02058)
C (2.46656, 3.10839, -0.15857)
C (3.39083, 3.97117, -0.78731)
C (4.65305, 3.55446, -1.11314)
C (5.01014, 2.25966, -0.80071)
C (4.14649, 1.34064, -0.18537)
C (2.78887, 1.73790, 0.07746)
Ge (1.23976, 0.42277, -0.05631)
S (2.30058, -1.60350, -0.24650)
S (-0.32286, 0.56376, -1.63623)
Ge (-1.30552, -0.71506, 0.12424)
S (-1.20531, -3.03926, -0.08717)
S (0.04281, -0.09654, 1.65560)
C (-3.28438, -0.56672, -0.17159)
C (-3.94478, -1.22388, -1.25347)
C (-5.32930, -1.32694, -1.25786)
C (-6.09266, -0.75942, -0.25776)
C (-5.48482, -0.18939, 0.84988)
C (-4.07928, -0.02986, 0.86250)
C (-3.53920, 0.78922, 2.00905)
C (-3.52655, 0.28849, 3.35287)
C (-4.05661, -1.08313, 3.70348)
C (-3.04818, 1.08091, 4.37154)
C (-2.73247, 2.43834, 4.13957)
C (-2.20410, 3.31355, 5.24251)
C (-2.86580, 2.95319, 2.85405)
C (-3.27031, 2.16701, 1.77417)
C (-3.49053, 2.83139, 0.42842)
C (-3.23441, -1.82962, -2.41304)
C (-3.27906, -3.23200, -2.64248)
C (-3.98110, -4.18026, -1.72510)
C (-2.57124, -3.76362, -3.72023)
C (-1.79052, -2.94237, -4.56173)
C (-0.99749, -3.53933, -5.69593)
C (-1.76911, -1.57151, -4.32342)
C (-2.63244, -0.98582, -3.37269)
C (-2.99905, 0.48926, -3.51329)
C (4.77103, -0.04069, -0.11817)
C (5.12355, -0.70850, -1.34318)
C (4.74364, -0.23225, -2.73007)
C (5.75579, -1.94990, -1.32077)
C (5.97080, -2.69625, -0.13957)
C (6.63642, -4.03489, -0.15201)
C (5.61228, -2.06893, 1.02849)
C (5.11426, -0.76163, 1.06199)
C (4.78945, -0.26191, 2.44258)
H (-2.26430, 6.86158, 1.36767)
H (-3.10001, 6.13642, -0.04431)
H (-1.90841, 7.43351, -0.30749)
H (-0.79396, 5.33999, 2.34557)
H (1.01671, 4.27214, 3.41521)
H (2.22220, 3.32627, 2.59088)
H (0.58547, 2.63783, 2.83649)
H (1.85631, 3.95278, -2.81364)
H (0.22096, 4.55988, -3.21093)
H (0.51501, 2.85667, -2.75057)
H (-1.14448, 5.49161, -1.94051)
H (3.05456, 4.94268, -1.10142)
H (5.35820, 4.17303, -1.63066)
H (5.99079, 1.89620, -1.02297)
H (-5.80043, -1.90265, -2.09161)
H (-7.17313, -0.81545, -0.31545)
H (-6.06698, 0.09052, 1.72001)
H (-4.67970, -1.52041, 2.91494)
H (-4.66439, -1.04808, 4.60409)
H (-3.29350, -1.84295, 3.94656)
H (-2.97187, 0.61476, 5.36834)
H (-2.13289, 2.73855, 6.17284)
H (-2.87231, 4.16480, 5.40729)
H (-1.21340, 3.65982, 5.02140)
H (-2.62634, 3.97994, 2.65194)
H (-3.81680, 3.85937, 0.66335)
H (-4.33017, 2.35000, -0.09596)
H (-2.60115, 2.82779, -0.20918)
H (-4.41787, -3.71711, -0.83326)
H (-3.27512, -4.95946, -1.38017)
H (-4.82983, -4.68796, -2.21918)
H (-2.53734, -4.84079, -3.88908)
H (-0.32702, -4.31834, -5.31688)
H (-0.35421, -2.78522, -6.15539)
H (-1.65180, -3.98467, -6.45681)
H (-1.19706, -0.90008, -4.99520)
H (-2.30927, 0.97615, -4.20277)
H (-2.90980, 0.98279, -2.53822)
H (-4.01888, 0.63884, -3.87482)
H (3.83661, 0.36728, -2.76275)
H (4.66571, -1.10237, -3.37791)
H (5.55322, 0.38645, -3.09426)
H (6.06141, -2.36793, -2.28340)
H (6.52394, -4.53258, -1.10641)
H (6.13923, -4.69982, 0.56631)
H (7.71165, -4.05149, 0.02767)
H (5.71056, -2.63141, 1.96951)
H (5.53459, -0.66474, 3.12544)
H (3.83759, -0.65446, 2.77379)
H (4.81552, 0.82462, 2.54716)
Te (1.70930, -2.87012, -2.20125)
F (-0.84167, -5.98396, -0.95286)
C (0.05464, -5.79885, 0.12237)
F (-0.70751, -6.02600, 1.27391)
F (0.97628, -6.80692, 0.04058)

Computed properties:
Gap between HOMO and LUMO (alpha / beta) in Eh: 0.1092 / 0.1829
Electronic energy in hartree: -8630.71926
Total charge: -2
2S+1: 5
E_HOMO (alpha / beta) in eV: 0.90 / -2.01
Energy above the lowest of the compared OMol25 structures with the same formula, charge and spin in kJ/mol: 270.8

---

[2]
ORCA calculation (the ωB97M-V functional and the def2-TZVPD basis) on a molecular structure, C50H53Ge2N5NiS7 at a distorted geometry.

Atoms and positions in Å:
Ni (0.54033, 2.45909, 1.49042)
S (4.12893, 3.31176, 3.89720)
C (2.66673, 3.13105, 3.06474)
S (1.22070, 2.52595, 3.88427)
S (2.65471, 3.41809, 1.41122)
C (6.34362, 1.71752, 0.86321)
C (5.40299, 1.30884, -0.17171)
C (5.18794, -0.06847, -0.53949)
C (4.24930, -0.38885, -1.51712)
C (4.00858, -1.87854, -1.84558)
C (3.58541, 0.55614, -2.31518)
C (3.74832, 1.89666, -1.98965)
C (3.28335, 2.97223, -2.94632)
C (4.69619, 2.22703, -0.96907)
C (2.63396, 0.20093, -3.37279)
C (3.28422, -0.29083, -4.55520)
C (2.49531, -0.57084, -5.70196)
C (1.12847, -0.33705, -5.62632)
C (0.53753, -0.04983, -4.41476)
C (1.25768, 0.29623, -3.29038)
Ge (0.40978, 0.59361, -1.48685)
S (0.16134, 2.71630, -1.22447)
S (-1.50418, -0.62397, -1.09208)
Ge (-0.84509, -0.45445, 0.96881)
S (-1.46107, 1.33849, 1.99214)
S (1.38747, -0.25237, 0.34579)
C (-1.18578, -2.09062, 2.08163)
C (-0.14808, -2.97345, 2.55461)
C (-0.54707, -4.18762, 3.12963)
C (-1.85972, -4.59182, 3.19359)
C (-2.82126, -3.70306, 2.85027)
C (-2.54436, -2.44324, 2.32189)
C (-3.64011, -1.47902, 2.09210)
C (-4.52614, -1.55705, 0.98994)
C (-4.51823, -2.78731, 0.06197)
C (-5.53391, -0.59102, 0.94791)
C (-5.79447, 0.35608, 1.90722)
C (-6.88622, 1.34578, 1.76048)
C (-4.97382, 0.33192, 3.01373)
C (-3.95582, -0.57091, 3.16787)
C (-3.25189, -0.59661, 4.51977)
C (1.27317, -2.59773, 2.78513)
C (1.58793, -1.61101, 3.73176)
C (0.56959, -0.92553, 4.55679)
C (2.92993, -1.37892, 4.03515)
C (3.90609, -1.95676, 3.26255)
C (5.30352, -1.55548, 3.51527)
C (3.55973, -2.87034, 2.26709)
C (2.27789, -3.23760, 2.04052)
C (1.85663, -4.22550, 0.98910)
C (-0.94745, 0.09430, -4.42163)
C (-1.60539, 1.27476, -4.66999)
C (-0.71926, 2.46037, -4.95969)
C (-2.98425, 1.34159, -4.74080)
C (-3.69178, 0.17386, -4.69678)
C (-5.18101, 0.21114, -4.63437)
C (-3.02706, -1.08289, -4.47110)
C (-1.69286, -1.10271, -4.23317)
C (-0.91367, -2.37280, -3.90789)
H (6.88760, 2.63606, 0.69921)
H (6.94312, 0.84389, 1.13943)
H (5.72424, 1.95746, 1.67851)
H (5.68569, -0.93042, -0.10992)
H (4.49970, -2.52945, -1.14515)
H (4.31141, -2.05838, -2.85865)
H (2.93441, -2.14013, -1.83087)
H (4.11196, 3.61209, -3.41270)
H (2.58864, 3.60266, -2.43651)
H (2.75217, 2.56629, -3.82277)
H (4.75100, 3.27914, -0.81308)
H (4.33827, -0.47392, -4.47339)
H (2.95495, -0.88080, -6.57322)
H (0.49034, -0.37124, -6.56347)
H (0.12774, -4.96499, 3.60730)
H (-2.07348, -5.59262, 3.63968)
H (-3.87493, -3.82324, 3.01945)
H (-4.65928, -2.47698, -0.95080)
H (-5.27574, -3.49313, 0.33509)
H (-3.52764, -3.32186, 0.18888)
H (-6.17209, -0.56357, 0.04990)
H (-7.23225, 1.48033, 0.73656)
H (-6.60987, 2.29656, 2.15284)
H (-7.73270, 0.99609, 2.32945)
H (-5.17463, 1.03193, 3.81740)
H (-3.80964, -0.05257, 5.24751)
H (-2.30407, 0.00806, 4.38653)
H (-3.14273, -1.62976, 4.84727)
H (0.04064, -0.26153, 3.88321)
H (1.06677, -0.33651, 5.42558)
H (-0.24904, -1.48123, 5.02441)
H (3.24547, -0.64528, 4.80509)
H (5.51974, -1.70519, 4.62665)
H (5.45450, -0.49734, 3.35182)
H (6.14681, -1.99895, 2.94144)
H (4.37820, -3.25976, 1.60914)
H (2.69803, -4.34401, 0.28784)
H (1.01681, -3.80989, 0.49513)
H (1.56655, -5.15579, 1.46996)
H (-1.07226, 3.21369, -5.57430)
H (0.30742, 2.20921, -5.30494)
H (-0.51674, 2.93262, -3.95985)
H (-3.49071, 2.26487, -4.86785)
H (-5.56104, 0.35342, -3.65048)
H (-5.61401, -0.78030, -5.08210)
H (-5.65290, 0.95795, -5.29591)
H (-3.64335, -1.97681, -4.59365)
H (-1.51424, -2.96737, -3.22893)
H (0.05963, -2.17304, -3.36386)
H (-0.69261, -2.91344, -4.81781)
N (-1.70691, 7.28365, 2.93414)
N (-1.49022, 6.14948, 2.15458)
N (-2.13137, 5.82348, 1.01858)
C (-1.55984, 4.74497, 0.59807)
N (-0.59704, 4.37559, 1.51688)
N (-0.56025, 5.25655, 2.41924)
H (-1.58223, 6.97100, 3.87512)
H (-0.99133, 7.88171, 2.66983)
H (-1.90414, 4.02523, -0.15085)

Computed properties:
Gap between HOMO and LUMO (alpha / beta) in Eh: 0.1852 / 0.2034
Electronic energy in hartree: -10660.54136
Total charge: -2
2S+1: 3
E_HOMO (alpha / beta) in eV: -1.06 / -1.56
Energy above the lowest of the compared OMol25 structures with the same formula, charge and spin in kJ/mol: 38.2

---

> Among the records above, which one has the highest electronic energy?

C50H53F3Ge2N2O2PtS4Te

---

> Which value of electronic energy does entry 2 give?

-10660.54136 hartree